Entry 1:
13
Properties=species:S:1:pos:R:3 method="wB97M-V/def2-TZVPD" homo_lumo_gap_ev=11.26 charge=0 de_lowest_kcal_mol=47.54 homo_energy_ev=-10.9898
C -0.4484 -0.4925 0.6678
N 2.3908 -0.7445 0.2709
H -0.5298 -0.6976 -1.4063
H -2.1437 -0.2293 -0.7229
H -1.5054 -1.9422 -0.3922
F -0.7184 2.7047 0.3966
H 3.2676 -0.3359 0.0965
H -0.0993 2.2323 -0.1709
H -0.2312 -1.3075 1.2519
O 1.0300 1.3444 -0.7830
H -0.9129 0.2890 1.3455
C -1.2145 -0.9168 -0.5744
P 1.1152 0.0960 0.0204


Entry 2:
11
Properties=species:S:1:pos:R:3 method="wB97M-V/def2-TZVPD" homo_lumo_gap_ev="8.22 / 8.30" charge=+1 de_lowest_kcal_mol=103.56 homo_energy_ev="-14.0151 / -13.7898"
I 3.0255 -0.1949 -0.0307
H 0.7874 -0.9835 -1.4620
H 0.5952 0.5624 1.2045
N 0.1826 -0.2329 0.5013
H -1.1496 1.0586 -0.3449
C -1.2286 0.0786 0.1810
H -1.8292 0.2086 1.0872
H 0.2343 1.5851 -1.1445
H 0.1320 -1.2015 1.1338
C 1.0077 -0.2590 -0.6818
H -1.7573 -0.6215 -0.4438


Entry 3:
13
Properties=species:S:1:pos:R:3 method="wB97M-V/def2-TZVPD" homo_lumo_gap_ev=9.24 charge=+1 de_lowest_kcal_mol=26.23 homo_energy_ev=-13.3459
H 1.6043 2.4020 -0.2845
I 1.8482 -1.0425 1.1570
H -0.6104 1.9962 -0.4750
C -0.4373 -1.4265 -0.4011
H 1.7937 1.5013 1.2644
N -0.2282 -2.7497 -0.5500
H -0.7108 -3.1995 -1.2729
H -0.7294 1.6350 1.3204
H 0.5401 -3.1463 -0.1548
C -0.0292 1.7321 0.4641
N 0.1876 -0.5015 0.1761
H -1.4381 -1.1186 -0.8350
N 1.2482 2.0184 0.5452


Entry 4:
15
Properties=species:S:1:pos:R:3 method="wB97M-V/def2-TZVPD" homo_lumo_gap_ev="8.37 / 8.37" charge=+1 homo_energy_ev="-12.7619 / -12.7610"
H -1.3243 -2.5601 -0.6373
H 0.5579 2.5965 1.2225
N 0.6141 -1.9767 0.0362
H -1.2707 -1.1669 -2.5417
H -0.1060 1.7880 2.4354
I -1.9424 0.8450 -1.0352
H 2.0770 0.5317 1.1889
H 0.3084 -0.4110 -2.3077
N 1.5795 -1.2108 0.3260
N 1.3696 -0.0181 0.6935
N 0.1965 0.4901 0.7392
H -0.9182 1.8310 0.8129
C -0.4834 -1.7514 -0.5974
N -0.0107 1.7494 1.4355
C -0.6475 -0.7368 -1.7707